{
  "formula": "C6H7N3O3",
  "method": "ωB97M-V/def2-TZVPD",
  "de_lowest_kj_mol": 358.88,
  "homo_ev": -8.4413,
  "e_tot_ha": -622.65384,
  "homo_lumo_gap_ev": 9.1,
  "spin_multiplicity": 1,
  "elements": ["C", "C", "C", "C", "C", "C", "N", "N", "N", "O", "O", "O", "H", "H", "H", "H", "H", "H", "H"],
  "xyz": [[-0.8424, -2.5102, 0.9665], [-0.1642, -1.7075, 0.0796], [-1.1752, -0.5627, 1.7339], [-2.2661, 0.7529, -2.0809], [1.1979, 0.7653, -0.9167], [0.0221, 0.7164, -0.0180], [-1.4020, -1.8319, 1.9256], [-0.3899, -0.4584, 0.5561], [-0.4897, 1.8962, 0.1834], [-0.0602, 2.9321, -0.3097], [-3.1288, 1.2269, -1.5086], [-1.5785, 2.0706, 0.9719], [-0.9359, -3.5215, 0.9277], [0.3492, -1.6879, -0.8321], [-1.4181, 0.3771, 2.2147], [-2.0043, 2.9257, 0.9264], [1.6565, 1.6985, -1.0164], [1.0101, 0.4332, -1.8467], [2.0746, 0.0469, -0.6745]],
  "mulliken_charge": [-0.537, -0.271, -0.116, 0.143, -1.631, 0.595, -0.670, 0.132, 0.862, -0.818, -0.135, -0.507, 0.516, 0.431, 0.393, 0.379, 0.441, 0.446, 0.347]
}